# 1
The following is a DFT calculation (wB97M-V/def2-TZVPD) of a structure of composition C42H28AuCl5OP2S.

orbital gap: 6.175 eV
HOMO energy: -13.30 eV
ΔE to the lowest compared entry with this formula, charge and spin: 23.6 kcal per mole
E_LUMO: -7.123 eV
M: 1016.93 g mol⁻¹
charge: +2
total energy: -141758.6808 eV

Each line ends with the Mulliken charge.
Element x y z (Å)
1 Au 0.891 -0.261 -1.351  0.067
2 O -0.442 -0.750 1.001  0.370
3 S 2.451 -1.288 1.950  -0.569
4 C 2.354 -2.127 0.366  1.205
5 C 3.568 -2.666 -0.047  -0.160
6 C 3.632 -3.569 -1.095  -0.816
7 C 2.474 -3.984 -1.735  -1.111
8 C 1.255 -3.482 -1.335  -1.352
9 C 1.153 -2.519 -0.308  -0.004
10 P -0.514 -2.069 0.225  2.487
11 C -1.573 -1.750 -1.197  1.479
12 C -1.295 -2.018 -2.542  -0.379
13 C -2.243 -1.720 -3.512  -0.839
14 C -3.467 -1.174 -3.152  -0.672
15 C -3.755 -0.913 -1.814  -0.467
16 C -2.815 -1.196 -0.838  -1.678
17 C -1.198 -3.420 1.156  0.639
18 C -0.641 -3.703 2.406  -0.461
19 C -1.198 -4.702 3.184  -0.800
20 C -2.305 -5.406 2.721  -0.570
21 C -2.842 -5.140 1.468  -0.826
22 C -2.288 -4.147 0.675  -0.421
23 C 2.523 0.485 1.848  0.151
24 C 3.694 1.015 2.384  0.103
25 C 3.817 2.372 2.634  -0.826
26 C 2.736 3.213 2.419  -1.077
27 C 1.566 2.698 1.893  -1.594
28 C 1.459 1.340 1.563  0.784
29 P -0.118 0.939 0.786  2.356
30 C -1.290 1.212 2.153  0.766
31 C -0.968 0.643 3.396  -0.769
32 C -1.757 0.898 4.499  -0.690
33 C -2.858 1.743 4.393  -0.668
34 C -3.175 2.319 3.173  -0.781
35 C -2.415 2.041 2.047  -0.668
36 C -0.582 2.218 -0.419  1.260
37 C -1.845 2.041 -1.006  -1.221
38 C -2.356 2.995 -1.867  -1.021
39 C -1.585 4.099 -2.200  -0.867
40 C -0.292 4.223 -1.697  -0.941
41 C 0.219 3.288 -0.817  -0.505
42 H 4.471 -2.393 0.482  0.587
43 H 4.592 -3.971 -1.396  0.478
44 H 2.524 -4.701 -2.545  0.477
45 H 0.350 -3.845 -1.808  0.769
46 H -0.360 -2.470 -2.848  0.233
47 H -2.032 -1.934 -4.552  0.489
48 H -4.207 -0.964 -3.915  0.455
49 H -4.714 -0.492 -1.536  0.489
50 H -3.038 -1.000 0.206  0.411
51 H 0.214 -3.139 2.765  0.295
52 H -0.776 -4.928 4.154  0.460
53 H -2.752 -6.170 3.345  0.425
54 H -3.697 -5.700 1.112  0.451
55 H -2.701 -3.938 -0.305  0.427
56 H 4.519 0.350 2.599  0.541
57 H 4.749 2.764 3.017  0.485
58 H 2.793 4.263 2.677  0.504
59 H 0.709 3.346 1.753  0.719
60 H -0.098 0.009 3.499  0.283
61 H -1.518 0.434 5.447  0.479
62 H -3.464 1.951 5.264  0.437
63 H -4.018 2.993 3.094  0.493
64 H -2.697 2.498 1.114  0.496
65 H -2.424 1.162 -0.775  0.416
66 H -3.354 2.881 -2.274  0.472
67 H -1.980 4.855 -2.867  0.461
68 H 0.323 5.063 -1.994  0.515
69 H 1.229 3.402 -0.443  0.697
70 Cl 4.185 0.717 -0.930  -0.123
71 C 3.249 1.609 -2.064  1.142
72 C 1.962 1.194 -2.392  -1.840
73 C 1.300 1.888 -3.401  0.767
74 Cl -0.246 1.318 -3.914  -0.034
75 C 1.847 3.009 -4.007  -0.233
76 Cl 0.973 3.861 -5.208  -0.126
77 C 3.106 3.456 -3.605  0.502
78 Cl 3.770 4.871 -4.290  -0.151
79 C 3.829 2.734 -2.654  -0.104
80 Cl 5.401 3.239 -2.210  -0.155



# 2
The following is a DFT calculation (wB97M-V/def2-TZVPD) of a structure of composition C42H28Cl5NiOP2S.

orbital gap: 8.179 eV
HOMO energy: -11.06 eV
ΔE to the lowest compared entry with this formula, charge and spin: 0.0 kcal per mole
E_LUMO: -2.878 eV
M: 878.66 g mol⁻¹
charge: +1
total energy: -179119.8374 eV

Each line ends with the Mulliken charge.
Element x y z (Å)
1 Ni -0.255 -0.206 -0.047  -0.568
2 O -1.123 -1.620 2.849  -0.950
3 S -0.143 -0.887 2.039  1.387
4 C 1.440 -1.678 2.235  -0.021
5 C 1.789 -2.198 3.471  -0.555
6 C 3.013 -2.833 3.601  -0.883
7 C 3.853 -2.965 2.500  -0.812
8 C 3.458 -2.499 1.253  -0.377
9 C 2.233 -1.854 1.111  -0.337
10 P 1.452 -1.523 -0.499  2.036
11 C 0.940 -3.182 -1.006  0.747
12 C -0.298 -3.644 -0.565  -0.479
13 C -0.691 -4.945 -0.839  -0.871
14 C 0.148 -5.785 -1.559  -0.577
15 C 1.384 -5.328 -1.998  -0.800
16 C 1.786 -4.029 -1.719  -0.358
17 C 2.722 -0.980 -1.649  0.570
18 C 2.499 -1.148 -3.017  -1.087
19 C 3.371 -0.582 -3.933  -0.755
20 C 4.464 0.154 -3.490  -0.725
21 C 4.689 0.319 -2.132  -0.838
22 C 3.818 -0.243 -1.208  -0.646
23 C 0.088 0.747 2.744  0.709
24 C 0.924 0.994 3.822  -0.700
25 C 0.976 2.276 4.353  -0.870
26 C 0.196 3.284 3.809  -0.917
27 C -0.645 3.025 2.733  -1.148
28 C -0.713 1.751 2.190  0.132
29 P -1.694 1.304 0.714  1.607
30 C -3.237 0.575 1.319  0.543
31 C -3.481 0.313 2.661  0.095
32 C -4.687 -0.262 3.042  -0.817
33 C -5.640 -0.580 2.087  -0.597
34 C -5.394 -0.322 0.742  -0.713
35 C -4.196 0.254 0.356  -0.593
36 C -2.275 2.850 -0.032  0.752
37 C -3.223 3.588 0.684  -0.801
38 C -3.716 4.775 0.171  -0.774
39 C -3.285 5.229 -1.070  -0.609
40 C -2.366 4.489 -1.796  -0.915
41 C -1.860 3.301 -1.280  -0.192
42 H 1.103 -2.122 4.306  0.705
43 H 3.310 -3.239 4.559  0.443
44 H 4.805 -3.467 2.607  0.473
45 H 4.087 -2.661 0.386  0.482
46 H -0.964 -2.991 -0.011  0.296
47 H -1.653 -5.301 -0.495  0.480
48 H -0.161 -6.798 -1.780  0.413
49 H 2.039 -5.983 -2.557  0.451
50 H 2.755 -3.682 -2.056  0.408
51 H 1.640 -1.709 -3.365  0.542
52 H 3.192 -0.709 -4.993  0.491
53 H 5.139 0.602 -4.207  0.424
54 H 5.536 0.897 -1.788  0.456
55 H 3.983 -0.086 -0.149  0.464
56 H 1.544 0.212 4.234  0.491
57 H 1.637 2.486 5.184  0.440
58 H 0.246 4.285 4.218  0.443
59 H -1.229 3.828 2.301  0.506
60 H -2.741 0.552 3.414  0.356
61 H -4.878 -0.462 4.088  0.461
62 H -6.577 -1.028 2.387  0.405
63 H -6.138 -0.568 -0.004  0.460
64 H -4.008 0.464 -0.692  0.405
65 H -3.592 3.224 1.636  0.539
66 H -4.447 5.340 0.734  0.431
67 H -3.676 6.153 -1.475  0.421
68 H -2.039 4.827 -2.771  0.495
69 H -1.156 2.733 -1.865  0.522
70 Cl -1.612 -1.001 -2.607  -0.090
71 C -0.454 0.284 -2.793  1.200
72 C 0.169 0.736 -1.636  -2.253
73 C 1.093 1.750 -1.754  1.697
74 Cl 1.815 2.351 -0.296  -0.028
75 C 1.421 2.301 -2.989  0.405
76 Cl 2.583 3.561 -3.098  -0.161
77 C 0.794 1.821 -4.141  -0.035
78 Cl 1.205 2.467 -5.677  -0.149
79 C -0.160 0.805 -4.047  0.395
80 Cl -0.931 0.191 -5.451  -0.177